The following is a quantum chemistry calculation of C25H41MnN4P2S as an isolated structure, from the Open Molecules 2025 dataset.

```
! RIJCOSX wB97M-V def2-TZVPD def2/J DEFGRID3
* xyz 2 5
Mn 0.07941 -0.59339 0.46566
C 1.65801 -0.13035 -2.54141
C 2.84224 -0.60252 -1.68792
C 3.17077 -2.06379 -1.98754
P 2.38708 -0.27473 0.08718
C 3.82094 -0.84911 1.11798
C 3.75248 -2.35424 1.39891
C 3.93011 -0.06310 2.42480
C 2.39132 1.53662 0.09817
C 3.50212 2.30676 -0.22487
C 3.37030 3.66601 -0.44360
C 2.10629 4.24062 -0.38588
C 0.99681 3.48948 -0.04119
C 1.12385 2.12831 0.26623
N 0.04915 1.31026 0.66085
C -1.11331 1.85093 1.25194
C -1.10279 2.93809 2.13361
C -2.28481 3.41169 2.67605
C -3.50043 2.81000 2.37492
C -3.52355 1.69526 1.55554
C -2.34356 1.20912 1.00187
P -2.20624 -0.27952 -0.03006
C -2.79884 0.18067 -1.72569
C -1.97369 1.37284 -2.22214
C -4.28942 0.49531 -1.77556
C -3.47246 -1.43791 0.65974
C -3.60310 -2.68181 -0.22092
C -3.13685 -1.80819 2.10551
H 1.82237 -0.37096 -3.59165
H 1.50329 0.94537 -2.46132
H 0.74492 -0.65255 -2.22430
H 3.71646 0.02029 -1.88859
H 2.32416 -2.71452 -1.75486
H 4.04894 -2.40878 -1.44488
H 3.38943 -2.16927 -3.05072
H 4.69537 -0.62624 0.49966
H 3.00964 -2.55899 2.17337
H 4.71620 -2.70700 1.76673
H 3.49494 -2.94015 0.51894
H 3.14077 -0.35002 3.12580
H 3.88223 1.01322 2.26459
H 4.88002 -0.29168 2.90870
H 4.47824 1.84450 -0.32365
H 4.23310 4.26740 -0.69363
H 1.97890 5.28879 -0.62170
H 0.02262 3.95612 -0.02430
H -0.16312 3.39844 2.40557
H -2.25467 4.25803 3.34941
H -4.42044 3.19263 2.79466
H -4.46670 1.20227 1.35726
H -2.58905 -0.69542 -2.34812
H -2.21561 2.26680 -1.64460
H -2.20450 1.57395 -3.26791
H -0.90159 1.19433 -2.13987
H -4.53372 1.35022 -1.14356
H -4.91719 -0.34903 -1.49188
H -4.54800 0.76239 -2.80082
H -4.41633 -0.89022 0.64878
H -2.65343 -3.21433 -0.29033
H -3.93130 -2.43545 -1.23129
H -4.34397 -3.35983 0.20372
H -2.23551 -2.42566 2.13971
H -3.94909 -2.39426 2.53638
H -3.00173 -0.92206 2.72961
N 0.21848 -1.00699 2.81920
N 0.34850 -2.37399 3.07647
C 0.33560 -3.28764 2.09202
N 0.45433 -4.56037 2.43951
S 0.15279 -2.89798 0.44815
H 1.02510 -0.51574 3.19169
H -0.61371 -0.64275 3.27706
H 0.40727 -2.68005 4.03713
H 0.53063 -4.86114 3.39945
H 0.45212 -5.27098 1.72543
*
```

- energy above the lowest of the compared OMol25 structures with the same formula, charge and spin (eV) = 0.000
- orbital gap (alpha / beta) (Eh) = 0.2241 / 0.2522


The following is a quantum chemistry calculation of C25H41N2O2PdSi4Te as an isolated structure, from the Open Molecules 2025 dataset.

```
! RIJCOSX wB97M-V def2-TZVPD def2/J DEFGRID3
* xyz -1 1
Pd -0.15838 0.37514 -0.43673
O -2.17172 0.14939 -0.63482
C -2.65543 -0.92821 -1.16763
C -4.03278 -1.19480 -0.94380
C -4.65665 -2.31703 -1.42942
C -3.95427 -3.26796 -2.18315
C -2.62404 -3.03324 -2.43198
C -1.95456 -1.88646 -1.97285
C -0.56394 -1.76701 -2.38583
N 0.14909 -0.71540 -2.28367
C 1.57469 -0.72573 -2.61518
C 2.28823 0.38104 -1.82234
N 1.82571 0.37350 -0.43176
C 2.64494 0.50400 0.55218
C 2.35560 0.44972 1.94492
C 3.40446 0.81002 2.82424
C 3.27779 0.74238 4.18176
C 2.05426 0.26688 4.71393
C 1.02739 -0.12446 3.90894
C 1.10137 -0.05429 2.47064
O 0.12705 -0.45546 1.77139
H -4.57526 -0.47440 -0.34520
H -5.70714 -2.47245 -1.21110
H -4.44238 -4.15878 -2.55482
H -2.05550 -3.74892 -3.01890
H -0.13830 -2.66102 -2.86145
H 1.70461 -0.52025 -3.68105
H 2.01616 -1.70516 -2.39803
H 2.02622 1.34963 -2.25488
H 3.37281 0.24531 -1.87115
H 3.69783 0.63681 0.28510
H 4.33374 1.16340 2.38570
H 4.08660 1.03945 4.83579
H 1.93411 0.21066 5.79090
H 0.09515 -0.48915 4.32219
C -4.32999 2.43885 -1.94185
Si -4.00698 3.35095 -0.33561
C -5.33998 4.67818 -0.13769
C -4.15918 2.18865 1.12158
Si -1.94172 4.42426 -0.35369
Te 0.11480 3.05569 -0.08601
Si -1.63786 5.55321 -2.37520
C -1.26859 4.33020 -3.75332
C -3.11292 6.59480 -2.92744
C -0.16053 6.70671 -2.20983
Si -1.92472 6.00336 1.36995
C -0.17220 6.55613 1.74126
C -2.65544 5.29539 2.95184
C -2.92394 7.54360 0.92415
H -5.31908 1.97148 -1.93304
H -3.57502 1.65889 -2.07623
H -4.28175 3.11929 -2.79590
H -6.33681 4.24131 -0.25468
H -5.23297 5.48059 -0.87319
H -5.28791 5.12790 0.85832
H -5.13794 1.69761 1.11871
H -4.05172 2.72916 2.06412
H -3.37900 1.42561 1.06659
H -2.15614 3.74858 -4.01529
H -0.49256 3.63249 -3.42797
H -0.92135 4.84785 -4.65293
H -3.95431 5.95539 -3.21016
H -2.84806 7.20271 -3.79824
H -3.45313 7.26705 -2.13525
H 0.70181 6.15552 -1.82511
H -0.37647 7.52560 -1.51687
H 0.10730 7.14312 -3.17688
H 0.43858 5.69558 2.02383
H -0.15964 7.28408 2.55852
H 0.29154 7.01320 0.86280
H -2.16138 4.35588 3.21392
H -3.72473 5.09675 2.84138
H -2.52436 5.99461 3.78324
H -2.47349 8.06677 0.07551
H -2.96012 8.24052 1.76736
H -3.95166 7.28723 0.65172
*
```

- energy above the lowest of the compared OMol25 structures with the same formula, charge and spin (eV) = 0.745
- orbital gap (Eh) = 0.2270


> What is the formula in the first record?

C25H41MnN4P2S